Entry from OMol25: a 10-piece molecular cluster, C14H48INO12S overall at a distorted geometry (wB97M-V/def2-TZVPD).

Last columns: bonded neighbours and bond lengths (Å).
Cartesian coordinates (Å):
1 C 6.220 1.045 2.245  C2 1.588, H12 1.106, H13 1.105, H14 1.104
2 C 6.474 2.601 2.057  C1 1.588, C3 1.569, H15 1.101, H16 1.105
3 C 5.118 3.224 1.571  C2 1.569, I4 2.193, O5 1.436, H17 1.104
4 I 4.972 2.754 -0.566  C3 2.193
5 O 5.099 4.640 1.809  C3 1.436, S6 1.687
6 S 3.604 5.091 2.447  O5 1.687, O7 1.484, O8 1.655
7 O 3.565 4.441 3.780  S6 1.484
8 O 2.575 4.330 1.397  S6 1.655, C9 1.436
9 C 1.562 3.560 2.062  O8 1.436, N10 1.471, H18 1.105, H19 1.110
10 N 1.937 2.138 2.097  C9 1.471, C11 1.488, H20 1.015
11 C 0.757 1.241 1.967  N10 1.488, H21 1.108, H22 1.104, H23 1.103
12 H 5.226 0.809 1.820  C1 1.106
13 H 6.242 0.759 3.312  C1 1.105
14 H 6.990 0.497 1.675  C1 1.104
15 H 7.298 2.802 1.356  C2 1.101
16 H 6.650 3.017 3.066  C2 1.105
17 H 4.305 2.694 2.098  C3 1.104
18 H 1.245 3.963 3.040  C9 1.105
19 H 0.666 3.607 1.407  C9 1.110
20 H 2.367 1.937 2.993  N10 1.015
21 H 0.791 0.504 2.793  C11 1.108
22 H -0.222 1.750 2.003  C11 1.104
23 H 0.858 0.713 1.004  C11 1.103
24 C 3.064 -2.202 2.600  O25 1.424, H26 1.089, H27 1.093, H28 1.091
25 O 3.112 -0.923 1.974  C24 1.424, H29 0.960
26 H 2.559 -2.098 3.560  C24 1.089
27 H 2.506 -2.903 1.974  C24 1.093
28 H 4.076 -2.576 2.762  C24 1.091
29 H 3.558 -1.036 1.132  O25 0.960
30 C -0.861 0.133 -1.378  O31 1.427, H32 1.090, H33 1.090, H34 1.094
31 O -1.281 0.640 -0.112  C30 1.427, H35 0.962
32 H 0.202 0.341 -1.503  C30 1.090
33 H -1.026 -0.943 -1.415  C30 1.090
34 H -1.420 0.622 -2.180  C30 1.094
35 H -2.219 0.442 -0.027  O31 0.962
36 C -2.164 -3.035 -3.356  O37 1.424, H38 1.089, H39 1.091, H40 1.092
37 O -2.587 -2.531 -2.093  C36 1.424, H41 0.959
38 H -1.102 -2.825 -3.474  C36 1.089
39 H -2.327 -4.113 -3.400  C36 1.091
40 H -2.720 -2.544 -4.157  C36 1.092
41 H -3.522 -2.724 -2.009  O37 0.959
42 C -4.808 1.608 0.421  O43 1.426, H44 1.089, H45 1.095, H46 1.093
43 O -4.817 0.183 0.352  C42 1.426, H47 0.960
44 H -4.005 1.979 -0.213  C42 1.089
45 H -5.762 2.010 0.065  C42 1.095
46 H -4.633 1.934 1.449  C42 1.093
47 H -5.528 -0.126 0.918  O43 0.960
48 C 5.049 -5.728 1.368  O49 1.424, H50 1.088, H51 1.093, H52 1.093
49 O 5.168 -4.311 1.287  C48 1.424, H53 0.959
50 H 4.343 -5.969 2.160  C48 1.088
51 H 4.677 -6.130 0.422  C48 1.093
52 H 6.018 -6.176 1.603  C48 1.093
53 H 5.793 -4.117 0.585  O49 0.959
54 C -2.870 2.455 -4.685  O55 1.421, H56 1.088, H57 1.094, H58 1.094
55 O -2.877 1.036 -4.764  C54 1.421, H59 0.963
56 H -2.064 2.832 -5.312  C54 1.088
57 H -3.821 2.858 -5.044  C54 1.094
58 H -2.701 2.775 -3.653  C54 1.094
59 H -3.596 0.726 -4.204  O55 0.963
60 C -3.893 -5.096 -6.208  O61 1.424, H62 1.088, H63 1.093, H64 1.093
61 O -4.329 -4.598 -4.946  C60 1.424, H65 0.959
62 H -2.832 -4.881 -6.314  C60 1.088
63 H -4.048 -6.177 -6.260  C60 1.093
64 H -4.441 -4.606 -7.016  C60 1.093
65 H -5.265 -4.795 -4.869  O61 0.959
66 C -1.217 3.165 5.123  O67 1.423, H68 1.088, H69 1.093, H70 1.094
67 O 0.027 2.539 4.836  C66 1.423, H71 0.961
68 H -1.980 2.725 4.482  C66 1.088
69 H -1.490 3.002 6.169  C66 1.093
70 H -1.155 4.239 4.922  C66 1.094
71 H 0.685 2.939 5.411  O67 0.961
72 C -5.984 -1.378 -2.516  O73 1.421, H74 1.090, H75 1.095, H76 1.093
73 O -5.442 -0.068 -2.424  C72 1.421, H77 0.958
74 H -5.346 -1.976 -3.164  C72 1.090
75 H -6.021 -1.835 -1.522  C72 1.095
76 H -6.990 -1.333 -2.943  C72 1.093
77 H -6.019 0.437 -1.851  O73 0.958

## Properties
Spin multiplicity: 1
Total charge: 0
Kohn-Sham gap, eV: 8.9
LUMO level, eV: 0.36